No. 1
The following is a DFT calculation (ωB97M-V/def2-TZVPD) of a molecular structure, C40H61N2O10P3RbS.

As for the max |F|: 0.0144 Eh/bohr. The frontier orbital gap is 0.210 Eh. The energy above the lowest of the compared OMol25 structures with the same formula, charge and spin is 18.22 kJ/mol.

Structure (ORCA input):
```
! wB97M-V def2-TZVPD RIJCOSX def2/J DEFGRID3
* xyz -1 1
Rb -0.18877 0.41930 0.22970
C -0.42608 -2.29329 -2.50178
C -1.76121 -1.92762 -1.87753
O -1.73290 -1.97959 -0.45702
C -1.69402 -3.24335 0.13798
C -1.44818 -3.05127 1.62613
O -0.22088 -2.41622 1.91875
C 0.92927 -3.21741 1.75115
C 2.08861 -2.29628 1.42194
O 1.90746 -1.66595 0.17909
C 2.25808 -2.43411 -0.94535
C 1.85973 -1.64069 -2.17597
O 0.49465 -1.28366 -2.16823
H -0.54541 -2.35787 -3.59250
H -0.08203 -3.27739 -2.15687
H -2.55185 -2.58566 -2.26446
H -1.98486 -0.88089 -2.11655
H -0.91143 -3.87732 -0.29907
H -2.64960 -3.77425 0.00371
H -1.51576 -4.02554 2.13200
H -2.22180 -2.39608 2.02917
H 0.79268 -3.94567 0.94455
H 1.13751 -3.78177 2.67154
H 3.03514 -2.85266 1.45286
H 2.13398 -1.49257 2.16035
H 1.75716 -3.41332 -0.93013
H 3.34187 -2.61124 -0.96738
H 2.12253 -2.20502 -3.08096
H 2.41987 -0.70427 -2.17256
C -0.89958 5.10207 1.46264
C 0.06917 4.28038 0.64011
C 1.36042 4.99872 0.32307
O 0.34538 3.01299 1.30090
P 0.76752 2.48962 2.70479
O 1.25810 1.10531 2.66796
C -0.70361 2.58603 3.77783
P -1.92214 1.28897 3.39473
O -2.14686 1.17216 1.95435
O -1.47383 -0.06282 4.06008
C -0.98377 -0.42797 5.36673
C 0.52824 -0.31609 5.40900
C -1.67401 0.32460 6.49011
O -3.21522 1.67165 4.25188
C -4.19575 2.55953 3.65001
C -5.29935 1.70404 3.06016
C -4.67609 3.49715 4.73662
O 1.77803 3.56399 3.29476
C 3.15067 3.19363 3.63945
C 3.36892 3.58439 5.08593
C 4.08468 3.89775 2.67927
H -1.15652 6.00677 0.91322
H -0.45372 5.39986 2.41678
H -1.82676 4.54827 1.62975
H -0.41772 3.95942 -0.28150
H 1.85782 5.32729 1.23768
H 1.13714 5.87741 -0.28605
H 2.03179 4.36011 -0.25278
H -1.19105 3.55714 3.66614
H -0.37829 2.51085 4.81727
H -1.25486 -1.48279 5.43682
H 0.85758 0.72247 5.46605
H 0.96015 -0.74784 4.50815
H 0.90487 -0.84277 6.28847
H -1.42083 1.38612 6.47938
H -1.34419 -0.08649 7.44587
H -2.75607 0.22867 6.41784
H -3.70727 3.12455 2.85144
H -5.72068 1.06413 3.83828
H -4.89468 1.08407 2.26026
H -6.10043 2.32544 2.65670
H -5.17453 2.93300 5.52747
H -5.38394 4.21753 4.32374
H -3.83811 4.04420 5.17041
H 3.23202 2.11419 3.50830
H 3.24893 4.66260 5.20888
H 4.37779 3.31121 5.39832
H 2.65662 3.07474 5.73827
H 3.98292 4.98082 2.77538
H 3.88287 3.57942 1.65715
H 5.11784 3.62374 2.90107
S 4.26128 1.08766 -0.18475
C 3.94566 2.43468 -1.08316
N 3.72719 3.39187 -1.71650
N -1.70172 1.45520 -1.79457
P -2.25285 2.67636 -2.49988
C -1.06677 3.75955 -3.42480
C -1.43736 4.67590 -4.41136
C -0.48566 5.48842 -5.01184
C 0.85047 5.39415 -4.63310
C 1.23477 4.47669 -3.66675
C 0.27525 3.66133 -3.07501
C -3.53534 2.44527 -3.81324
C -3.25499 1.47550 -4.77347
C -4.15294 1.20215 -5.79484
C -5.35765 1.89115 -5.86455
C -5.65370 2.85139 -4.90762
C -4.74747 3.12792 -3.88992
C -3.11468 3.94581 -1.43433
C -3.98596 3.42908 -0.47344
C -4.68650 4.27293 0.37776
C -4.50261 5.64905 0.31446
C -3.60761 6.17138 -0.60725
C -2.92295 5.32625 -1.47421
H -2.47635 4.75425 -4.71327
H -0.78653 6.19495 -5.77756
H 1.59397 6.03095 -5.09897
H 2.26694 4.37058 -3.35198
H 0.57385 2.92235 -2.33859
H -2.31929 0.93118 -4.69896
H -3.91376 0.44997 -6.53761
H -6.06093 1.67737 -6.66065
H -6.59324 3.39050 -4.95159
H -4.98877 3.88334 -3.15173
H -4.08975 2.35092 -0.40327
H -5.38597 3.85735 1.09412
H -5.04858 6.30483 0.98285
H -3.43983 7.24138 -0.65912
H -2.23749 5.75564 -2.19480
*
```



No. 2
The following is a DFT calculation (ωB97M-V/def2-TZVPD) of a molecular structure, C40H62Cl3GeN7NaO2PSbSe.

As for the max |F|: 0.0181 Eh/bohr. The frontier orbital gap is 0.234 Eh. The energy above the lowest of the compared OMol25 structures with the same formula, charge and spin is 24.20 kJ/mol.

Structure (ORCA input):
```
! wB97M-V def2-TZVPD RIJCOSX def2/J DEFGRID3
* xyz -1 1
Na -1.04050 0.01190 0.12460
C 0.20358 -0.73663 -3.80638
C 0.59893 -1.91040 -2.96136
C 0.27500 -3.19737 -3.38233
C 0.62685 -4.28062 -2.60295
C 1.30572 -4.04645 -1.42203
C 1.59517 -2.73215 -1.06381
N 1.26175 -1.68283 -1.81441
Sb 2.75551 -2.60369 0.73927
C 1.17931 -2.93981 2.16834
C 1.49732 -3.64638 3.32375
C 0.51874 -3.80648 4.29258
C -0.73116 -3.26262 4.06896
C -0.97655 -2.57391 2.88104
C -2.29907 -1.94483 2.58471
N -0.02721 -2.41984 1.94788
C 2.96194 -0.51251 1.20129
C 4.20714 -0.16703 1.72118
C 4.40066 1.12412 2.18576
C 3.35331 2.01705 2.09495
C 2.13815 1.60795 1.53871
C 1.01351 2.57131 1.37126
N 1.94860 0.35017 1.11005
H 1.07059 -0.34617 -4.34405
H -0.19464 0.05710 -3.18072
H -0.56575 -1.02336 -4.52240
H -0.27487 -3.32842 -4.30411
H 0.36136 -5.28734 -2.90234
H 1.60084 -4.86894 -0.77980
H 2.49043 -4.05653 3.45965
H 0.73103 -4.34582 5.20832
H -1.52309 -3.35868 4.80048
H -2.79329 -2.47174 1.76818
H -2.10406 -0.91845 2.26186
H -2.95537 -1.93182 3.45518
H 5.00178 -0.90131 1.76829
H 5.35185 1.42474 2.60940
H 3.45775 3.03727 2.44144
H 1.22262 3.51859 1.87204
H 0.05393 2.15762 1.71053
H 0.88843 2.76581 0.30395
Cl -3.22472 -3.92619 -3.39237
C -3.16324 -2.90528 -1.93273
Cl -4.81133 -2.81075 -1.25006
Cl -2.10568 -3.68361 -0.74745
C -2.69932 -1.41691 -2.31108
O -3.23162 -0.97511 -3.32118
O -1.89493 -0.90077 -1.50885
N -1.87741 1.29118 1.60871
P -2.94740 2.34608 1.42804
N -3.50677 3.17192 2.83972
C -4.35698 2.33637 3.69825
C -3.54827 1.62979 4.78096
C -2.96074 2.66676 5.75179
C -2.75960 4.01115 5.03767
C -2.38876 3.78756 3.57924
N -4.38583 1.80124 0.72589
C -5.48600 2.68219 0.37309
C -6.36836 2.02086 -0.67875
C -7.02663 0.75457 -0.11887
C -6.07419 0.02394 0.84486
C -4.62156 0.37112 0.54404
N -2.55285 3.74173 0.50510
C -2.00552 3.50323 -0.81781
C -0.91721 4.51678 -1.16216
C -1.42414 5.94598 -0.98957
C -2.03697 6.12828 0.39708
C -3.11530 5.07272 0.62632
H -4.86881 1.61171 3.06610
H -5.13856 2.95461 4.16081
H -2.75196 1.07749 4.27573
H -4.16958 0.90492 5.31420
H -2.00383 2.30939 6.14120
H -3.62021 2.80269 6.61398
H -1.97923 4.59727 5.52902
H -3.67565 4.60776 5.08418
H -1.49787 3.14436 3.52643
H -2.12152 4.73554 3.10474
H -5.08818 3.61893 -0.01468
H -6.10011 2.94398 1.25330
H -5.74260 1.76855 -1.53888
H -7.12613 2.72607 -1.02949
H -7.31374 0.09600 -0.94197
H -7.94827 1.02209 0.40671
H -6.21215 -1.05732 0.78099
H -6.29661 0.30856 1.87812
H -4.37608 0.05896 -0.47815
H -3.94306 -0.16587 1.20463
H -2.80366 3.56053 -1.57959
H -1.60521 2.49008 -0.85854
H -0.57673 4.35047 -2.18975
H -0.06413 4.35269 -0.49752
H -2.19714 6.14308 -1.74276
H -0.62107 6.66735 -1.16440
H -2.46638 7.12966 0.50024
H -1.26277 6.01556 1.16336
H -3.90187 5.24051 -0.13250
H -3.59017 5.17602 1.59901
C 3.45002 5.26084 -5.05350
Ge 2.76393 3.48713 -4.56307
C 3.92488 2.11942 -5.34550
C 0.94234 3.26504 -5.23095
C 2.68741 3.30537 -2.61482
Se 2.21569 1.47457 -2.09937
C 4.02490 0.83644 -1.82259
H 3.50300 5.36804 -6.13827
H 4.45109 5.41134 -4.64618
H 2.80075 6.04651 -4.66443
H 3.78653 2.09373 -6.42764
H 3.67149 1.13732 -4.94449
H 4.97680 2.32496 -5.14053
H 0.93332 3.16075 -6.31689
H 0.32778 4.12601 -4.96322
H 0.48848 2.37189 -4.79837
H 1.89198 3.94420 -2.22574
H 3.60791 3.59787 -2.10783
H 4.64628 1.10879 -2.67401
H 3.96518 -0.24832 -1.75293
H 4.43814 1.24069 -0.90058
*
```